Entry 1:
Below is an isolated molecule of C4H9NO2, with properties calculated with ωB97M-V/def2-TZVPD.

The frontier orbital gap is 0.389 hartree. As for the structure (SMILES): C[C@@H](O)CNC=O. The net charge is 0.

Last columns: bonded neighbours and bond lengths (Å).
Cartesian coordinates (Å):
1 C -2.026 -0.834 -0.339  C2 1.520, H8 1.095, H9 1.093, H10 1.095
2 C -0.649 -0.211 -0.505  C1 1.520, O3 1.408, C4 1.538, H11 1.104
3 O -0.852 1.075 -1.043  C2 1.408, H12 0.974
4 C 0.123 -0.154 0.824  C2 1.538, N5 1.461, H13 1.096, H14 1.094
5 N 1.574 -0.105 0.660  C4 1.461, C6 1.351, H15 1.008
6 C 2.223 0.939 0.100  N5 1.351, O7 1.223, H16 1.104
7 O 1.702 1.974 -0.290  C6 1.223
8 H -1.960 -1.881 -0.024  C1 1.095
9 H -2.550 -0.789 -1.298  C1 1.093
10 H -2.618 -0.275 0.393  C1 1.095
11 H -0.058 -0.840 -1.193  C2 1.104
12 H -0.027 1.582 -0.937  O3 0.974
13 H -0.204 0.730 1.383  C4 1.096
14 H -0.093 -1.035 1.438  C4 1.094
15 H 2.102 -0.952 0.799  N5 1.008
16 H 3.312 0.776 0.031  C6 1.104

Entry 2:
Below is a cluster of 2 separate species, C4H9NO2 in total at a distorted geometry, with properties calculated with ωB97M-V/def2-TZVPD.

The frontier orbital gap is 0.355 hartree. As for the structure (SMILES): C=CCN.O=CO. The net charge is 0.

Last columns: bonded neighbours and bond lengths (Å).
Cartesian coordinates (Å):
1 C 0.994 -1.862 0.282  O2 1.351, O3 1.231, H6 1.102
2 O -0.249 -2.288 -0.035  C1 1.351, H4 0.975
3 O 1.782 -1.479 -0.583  C1 1.231
4 H -0.526 -1.856 -0.864  O2 0.975
5 H 1.676 0.324 -0.922  N11 1.046
6 H 1.356 -2.470 1.127  C1 1.102
7 H 0.492 -0.075 0.824  C8 1.254
8 C 0.282 1.056 0.326  H7 1.254, C9 1.491, N11 1.417, H13 1.095
9 C -1.024 0.885 -0.374  C8 1.491, C10 1.324, H14 1.083
10 C -2.191 0.817 0.247  C9 1.324, H15 1.079, H16 1.080
11 N 1.348 1.259 -0.586  H5 1.046, C8 1.417, H12 1.014
12 H 2.143 1.684 -0.123  N11 1.014
13 H 0.231 1.865 1.061  C8 1.095
14 H -0.941 0.632 -1.423  C9 1.083
15 H -3.093 0.523 -0.268  C10 1.079
16 H -2.281 0.987 1.310  C10 1.080